23
Properties=species:S:1:pos:R:3:forces:R:3 method="wB97M-V/def2-TZVPD" smiles="C[C@@H](O)CNC(=O)O.O.O" spin_multiplicity=1 total_energy_ev=-16087.6615 de_lowest_kcal_mol=0.0 e_lumo_ev=0.5 homo_energy_ev=-9.869
C 0.426772 -1.801297 1.258628 0.0 0.1 0.3
C -0.569852 -1.460868 0.170255 0.0 0.0 0.4
O -1.720247 -2.310343 0.218746 -0.1 -0.1 -0.2
C -1.017097 -0.006425 0.251999 -0.1 -0.1 0.1
N -1.685064 0.432122 -0.957922 0.1 -0.3 0.5
C -1.039084 1.110136 -1.913518 -0.4 0.1 -0.5
O 0.071213 1.595432 -1.842255 0.2 0.1 0.1
O -1.809200 1.239242 -3.020485 -0.1 0.0 0.0
H 1.375033 -1.291003 1.106895 0.0 0.0 -0.2
H 0.607747 -2.871171 1.269118 0.0 -0.2 0.0
H 0.058230 -1.504122 2.250956 -0.1 -0.1 -0.1
H -0.127688 -1.654434 -0.803726 0.1 0.1 -0.1
H -1.988776 -2.440566 1.135566 0.1 0.1 0.0
H -1.727967 0.087271 1.068347 -0.1 -0.1 0.2
H -0.190871 0.647158 0.503932 0.2 0.1 -0.3
H -2.536247 -0.057864 -1.185890 0.0 0.2 -0.2
H -1.310420 1.785478 -3.640643 0.1 0.0 0.0
O 2.077873 1.905388 1.793703 0.0 0.1 0.1
H 2.078005 2.803859 1.444982 0.0 0.0 0.0
H 2.885572 1.829201 2.313225 0.0 0.1 0.0
O 2.287595 0.360971 -0.597124 0.0 -0.1 0.0
H 1.541122 0.763457 -1.070359 0.1 0.0 0.0
H 2.313350 0.838379 0.245569 0.0 0.0 -0.2

***

18
Properties=species:S:1:pos:R:3:forces:R:3 method="wB97M-V/def2-TZVPD" smiles="CCC(=O)NCC[O-]" spin_multiplicity=1 charge=-1 total_energy_ev=-10932.3631 de_lowest_kcal_mol=43.9 e_lumo_ev=3.5 homo_energy_ev=-2.722
C 1.685757 0.729074 2.355076 -0.3 0.5 -1.0
C 0.640350 0.687019 1.223922 1.1 0.8 0.1
C 0.412466 -0.714578 0.740167 -0.7 -0.8 -0.3
O 0.795878 -1.680983 1.394964 0.0 0.1 0.2
N -0.245408 -0.900255 -0.443772 -0.3 0.6 0.9
C -0.881035 0.135316 -1.252095 0.1 0.1 -1.0
C -1.497376 -0.572844 -2.578253 0.3 0.4 1.5
O -1.902818 0.220829 -3.529679 -0.1 0.4 -0.4
H 2.621269 0.362444 1.938433 0.1 -0.4 0.4
H 1.316834 0.158017 3.197885 0.4 -0.2 0.1
H 1.890942 1.761366 2.646830 -0.2 0.0 0.1
H 0.997162 1.267922 0.367471 -0.1 0.1 0.1
H -0.260265 1.197285 1.564783 -0.4 -0.3 -0.2
H -0.770444 -1.765657 -0.417432 0.3 -0.2 -0.4
H -1.672197 0.686080 -0.743567 -0.2 -0.1 0.3
H -0.142822 0.884414 -1.560887 0.0 -0.2 -0.1
H -2.330474 -1.181178 -2.083042 0.3 -0.3 -0.2
H -0.657819 -1.274272 -2.820805 -0.1 -0.3 -0.2

***

15
Properties=species:S:1:pos:R:3:forces:R:3 method="wB97M-V/def2-TZVPD" smiles="[H][H].CC=O.C=C" spin_multiplicity=1 total_energy_ev=-6355.4685 de_lowest_kcal_mol=53.8 e_lumo_ev=1.1 homo_energy_ev=-10.011
H 1.663264 2.640001 1.366855 0.0 0.0 0.0
H 0.988538 2.343773 1.482555 0.1 0.0 0.0
C -2.090687 -0.319687 -0.276857 0.0 -0.1 0.1
C -1.190643 0.750828 0.270291 0.1 -0.1 0.3
O -0.720403 0.740923 1.385041 -0.3 0.0 -0.5
H -1.638161 -0.749831 -1.177928 -0.1 0.1 0.1
H -2.245886 -1.099837 0.471598 0.0 0.1 -0.1
H -3.053069 0.117888 -0.567852 0.1 0.0 0.0
H -0.968610 1.588637 -0.424572 0.0 -0.1 0.1
C 1.862352 -0.482128 -0.682500 -0.1 -0.1 0.1
C 1.218372 -1.524001 -0.166814 0.1 0.1 -0.1
H 2.393351 -0.545485 -1.629735 -0.1 0.0 0.1
H 1.892841 0.474627 -0.164988 0.0 -0.2 -0.1
H 1.193560 -2.488726 -0.668852 0.0 0.2 0.1
H 0.695177 -1.446975 0.783757 0.1 0.0 -0.1